Formula: C15H40B3N2O5P
Source: the Open Molecules 2025 dataset
Level of theory: ωB97M-V/def2-TZVPD

```
66
Properties=species:S:1:pos:R:3
C -4.62523 -1.06428 -0.70498
C -3.91649 -2.37526 -0.37582
C -2.38739 -2.41127 -0.66166
B -1.72813 -1.05508 -1.04388
O -2.02051 -0.35189 -2.19479
B -1.00471 0.33996 -2.79402
O 0.13834 0.64086 -2.08896
B 0.04853 0.47152 -0.72692
P 1.00188 1.59323 0.58409
O 0.33017 3.04362 0.13761
O 2.47796 1.63945 -0.15355
O -0.75847 -0.49677 -0.21145
H -4.23861 -0.22766 -0.12006
H -4.54642 -0.83359 -1.76593
H -5.68882 -1.15493 -0.47729
H -4.40235 -3.16026 -0.95788
H -4.09580 -2.62238 0.67012
H -2.19057 -3.15087 -1.44191
H -1.87200 -2.77781 0.22800
H -1.09474 0.69148 -3.92360
H 0.98995 3.72898 0.25388
H 3.10744 1.97772 0.48430
C 1.38252 -2.61290 -2.55863
C 1.68716 -3.44386 -3.79600
N 2.61218 -2.78364 -4.69641
C 2.66808 -3.38171 -6.01731
C 3.18402 -4.82072 -6.13946
C 3.88339 -2.39142 -4.11147
C 4.73200 -3.47939 -3.44148
H 1.07989 -1.60540 -2.84149
H 0.57487 -3.07903 -1.98970
H 2.24225 -2.53194 -1.89250
H 0.75832 -3.60454 -4.35055
H 2.03188 -4.44124 -3.47709
H 3.27188 -2.72950 -6.65371
H 1.65469 -3.34378 -6.42953
H 4.25797 -4.88791 -5.97016
H 2.99033 -5.19427 -7.14677
H 2.68412 -5.49168 -5.43995
H 3.68744 -1.60944 -3.37340
H 4.46753 -1.90451 -4.89570
H 4.14681 -4.07489 -2.73906
H 5.54140 -3.01342 -2.87654
H 5.18613 -4.15728 -4.16267
C -2.03506 2.44231 3.13221
C -1.90453 2.61372 4.63771
N -0.66125 3.25803 5.01963
C -0.35638 3.15077 6.43337
C -1.30329 3.82792 7.43215
C -0.41017 4.54738 4.40114
C -1.46409 5.64807 4.57708
H -1.15309 1.95468 2.72163
H -2.90732 1.82804 2.90189
H -2.16421 3.39616 2.61954
H -1.91391 1.62757 5.10978
H -2.79544 3.14398 5.01322
H 0.65713 3.53142 6.58720
H -0.31232 2.08322 6.67134
H -1.21707 4.91368 7.40867
H -1.05850 3.50475 8.44588
H -2.34458 3.56265 7.24626
H -0.26722 4.38212 3.32949
H 0.55449 4.90527 4.77009
H -2.46635 5.28908 4.33934
H -1.24564 6.47479 3.89834
H -1.48009 6.05210 5.58834
```

Calculated values
E_HOMO, eV: -7.99
Gap between HOMO and LUMO, eV: 8.487
LUMO level, eV: 0.5
Total charge: 0


Formula: C8H9ClO2
Source: the Open Molecules 2025 dataset
Level of theory: ωB97M-V/def2-TZVPD

```
20
Properties=species:S:1:pos:R:3
C 1.02361 1.02935 -1.37809
C 0.54968 0.95023 -0.18083
C -0.05553 -0.24007 0.39367
C -1.19920 0.03851 1.17915
C -1.86680 1.14290 1.20673
C 0.47546 -1.46822 0.40055
C 1.67286 -1.84543 -0.38817
Cl 2.98319 -2.51342 0.59467
H 1.40563 1.90835 -1.68573
H 0.84659 0.18270 -2.01629
H 0.42730 1.81419 0.36736
H -1.61489 -0.64663 1.90119
H -2.67764 1.32435 1.90853
H -1.49540 2.01586 0.67909
H -0.10398 -2.31117 0.99175
H 2.08233 -1.01711 -1.00052
H 1.33112 -2.69301 -1.13224
O -1.35957 -0.95634 -2.77902
C -1.95410 -1.83730 -2.30438
O -2.59248 -2.67990 -1.84128
```

Calculated values
E_HOMO, eV: -8.97
Gap between HOMO and LUMO, eV: 9.417
LUMO level, eV: 0.4
Energy above the lowest of the compared OMol25 structures with the same formula, charge and spin, kJ/mol: 0.0
Total charge: 0


Formula: C29H34GeN10O3SbSe4V
Source: the Open Molecules 2025 dataset
Level of theory: ωB97M-V/def2-TZVPD

```
83
Properties=species:S:1:pos:R:3
V 2.02766 0.23647 1.35148
C -2.84206 3.03867 0.23635
N -1.76969 3.08954 -0.73016
C -0.67868 2.31730 -0.78791
N -0.02781 2.53444 -1.91557
C -0.79289 3.48050 -2.51589
N -1.86269 3.84659 -1.84254
C -4.00833 2.23228 -0.29068
C -5.31867 2.61258 -0.03811
C -6.38341 1.87875 -0.55027
C -6.15309 0.76344 -1.33509
C -4.83955 0.37551 -1.58891
C -3.77944 1.10048 -1.06009
C -4.56541 -0.79606 -2.41706
N -5.37993 -1.61430 -2.99316
N -4.59877 -2.55106 -3.65678
C -3.37324 -2.23183 -3.42246
O -3.27182 -1.12928 -2.64679
C -2.14962 -2.91810 -3.83161
C -2.23744 -4.16533 -4.44209
C -1.07732 -4.84232 -4.77404
C 0.16041 -4.28553 -4.48768
C 0.25374 -3.03273 -3.89283
C 1.62112 -2.45833 -3.60830
N 1.64200 -1.51378 -2.51175
C 1.26045 -1.69522 -1.24740
N 1.49826 -0.58980 -0.58260
C 2.08380 0.23735 -1.47305
N 2.19405 -0.27414 -2.67763
C -0.90848 -2.34648 -3.57151
H -3.15775 4.05924 0.44599
H -2.42355 2.62128 1.15248
H -0.39614 1.67090 0.03391
H -0.55119 3.91837 -3.47116
H -5.50908 3.49726 0.55785
H -7.39915 2.19156 -0.34508
H -6.96863 0.19045 -1.75521
H -2.76347 0.79395 -1.26936
H -3.21278 -4.59416 -4.62687
H -1.13535 -5.82047 -5.23353
H 1.06598 -4.83600 -4.71675
H 2.00309 -1.90510 -4.46569
H 2.31934 -3.26938 -3.39378
H 0.82408 -2.58520 -0.82005
H 2.48676 1.17962 -1.15368
H -0.85225 -1.37625 -3.09468
C -1.41658 -2.00560 2.58647
C -0.18017 -1.60589 1.81378
O 0.46643 -2.46899 1.20912
O 0.11109 -0.34715 1.81610
H -1.08827 -2.45816 3.52403
H -1.97578 -2.75081 2.01911
H -2.03971 -1.15054 2.84158
C 4.50929 -1.98920 0.17173
Ge 4.52251 -0.29776 1.23801
C 5.52273 0.85407 -0.06266
C 5.85210 -0.60520 2.64854
C 2.59731 1.93810 1.31536
H 5.51817 -2.40931 0.12069
H 4.18226 -1.75967 -0.84736
H 3.83248 -2.72545 0.60886
H 6.52552 0.44734 -0.22783
H 5.60884 1.87849 0.30366
H 4.99261 0.87023 -1.01819
H 6.77244 -0.95129 2.16924
H 5.48567 -1.34964 3.35335
H 6.05060 0.31244 3.20285
H 2.51024 2.46400 0.35184
H 3.06815 2.54370 2.08132
Se -0.86569 -0.46530 6.07873
Sb 1.55388 -0.58222 6.22991
Se 2.65590 -0.21309 3.56774
Se 2.63239 1.35320 7.15320
Se 2.53524 -2.74143 6.53838
N -0.43946 2.09782 3.79633
C -0.02550 2.90949 4.78426
C 0.15113 4.15414 4.21889
C -0.16706 3.96732 2.86127
N -0.51417 2.71189 2.61255
H -0.52342 1.08874 3.86157
H 0.14377 2.52725 5.77737
H 0.50504 5.04430 4.71001
H -0.12297 4.67855 2.04988
```

Calculated values
E_HOMO (spin up / spin down), eV: -1.94 / -1.82
Gap between HOMO and LUMO (spin up / spin down), eV: 4.901 / 4.777
LUMO level (spin up / spin down), eV: 3.0 / 3.0
Energy above the lowest of the compared OMol25 structures with the same formula, charge and spin, kJ/mol: 190.6
Total charge: -2